# 1
60
Properties=species:S:1:pos:R:3 method="wB97M-V/def2-TZVPD" e_above_lowest_kcal_mol=378.0 lumo_energy_ev=-2.32 charge=+1 multiplicity=1 homo_ev=-11.1
C 5.89342 1.70838 0.90411
H 5.16278 1.18182 1.28769
H 6.46436 2.44049 1.53783
H 5.51431 2.30850 -0.00548
C 6.89718 0.54238 0.12509
C 7.97986 1.37201 -0.32612
H 7.59735 1.91630 -1.06020
H 8.77065 0.78242 -0.84841
H 8.44293 2.16084 0.24132
C 6.29193 -0.29916 -0.74697
H 5.71931 0.48931 -1.54015
H 6.93869 -0.78873 -1.25660
O 5.37969 -1.34790 -0.23243
C 4.06019 -0.89686 -0.04231
C 3.32048 -1.97555 0.52215
C 1.89738 -1.93739 0.88292
C 1.28232 -1.03676 0.18646
C 1.90907 0.04161 -0.51143
C 3.42014 0.15246 -0.76196
H 3.79079 0.86260 -1.14033
H 1.35354 0.88907 -1.16078
C -0.31161 -0.74439 0.42529
O -0.84316 -1.53996 0.99181
O -0.85390 0.20169 -0.22928
C -2.18537 0.53950 -0.43305
C -2.38422 1.89283 -0.17945
H -1.75454 2.18161 0.49627
H -2.29200 2.44174 -1.20228
C -3.99341 2.05529 0.44185
C -3.92571 2.15602 1.92646
H -3.49242 3.23470 2.13135
H -5.02671 2.15220 2.05634
H -3.40786 1.40366 2.34377
C -4.53578 3.22545 -0.31422
H -3.93878 4.14887 -0.03135
H -5.47884 3.70728 0.12368
H -4.53446 3.28342 -1.54751
O -4.70899 0.95743 0.26984
C -4.45077 0.43528 -1.24160
H -5.34308 -0.20359 -1.35716
H -4.41058 1.08562 -1.87285
C -3.17389 -0.20951 -1.06064
H -2.66168 -0.06637 -2.22342
C -3.12358 -1.96234 -1.23377
N -3.27864 -2.37050 0.01197
C -4.25104 -2.15103 0.79129
H -4.27073 -2.58056 1.86254
H -5.13164 -2.68524 0.34178
H -4.52937 -0.91635 0.73918
C -3.15272 -3.82577 0.05102
H -2.03483 -4.09694 -0.48978
H -3.03741 -4.27604 0.94951
H -3.63246 -4.26257 -0.70067
H -2.23675 -2.15809 0.70980
H -3.79680 -2.23754 -1.75273
H -2.10942 -2.10406 -1.49935
H -2.47005 -0.09388 0.72640
H 1.35013 -2.64271 1.37900
H 3.92751 -2.64833 1.14315
H 7.39922 0.10738 1.40242

# 2
148
Properties=species:S:1:pos:R:3 method="wB97M-V/def2-TZVPD" lumo_energy_ev=-0.68 smiles="O=[N+]([O-])c1ccccc1.O=[N+]([O-])c1ccccc1.O=[N+]([O-])c1ccccc1.O=[N+]([O-])c1ccccc1.COC[C@H](C)N.COC[C@H](C)N.COC[C@H](C)N.COC[C@H](C)N.c1ccccc1.c1ccccc1" charge=0 multiplicity=1 homo_ev=-9.0
C 8.30332 -0.87912 6.34856
C 8.03119 0.41076 5.56560
C 6.73178 1.09288 5.82930
O 5.58831 0.25759 5.89701
C 5.04585 -0.13037 4.62821
N 9.14879 1.27088 5.88911
H 9.21196 -1.33960 5.96071
H 7.49625 -1.61016 6.30042
H 8.45650 -0.69272 7.41152
H 7.97648 0.14427 4.51009
H 6.71836 1.98085 5.19730
H 6.87350 1.50399 6.82880
H 4.01032 -0.45996 4.71283
H 5.54728 -0.92077 4.06969
H 4.93177 0.58916 3.81743
H 9.91428 0.63623 5.71208
H 9.16769 1.37293 6.89377
C -7.67712 -2.36130 0.80380
C -7.69171 -2.91835 -0.59623
C -8.17786 -1.89249 -1.65933
O -8.29811 -2.51860 -2.98131
C -8.89745 -1.68629 -3.98206
N -6.32282 -3.26560 -1.01160
H -7.25825 -3.11439 1.47127
H -8.62020 -2.18935 1.32259
H -7.13101 -1.42020 0.86875
H -8.29867 -3.82233 -0.64647
H -7.54455 -1.01865 -1.81240
H -9.12171 -1.46861 -1.31645
H -8.74913 -2.01719 -5.00998
H -8.54453 -0.65509 -3.96878
H -9.95433 -1.67139 -3.71584
H -6.33160 -3.01528 -1.99005
H -5.67559 -2.53713 -0.74602
C -0.65622 -1.50887 1.56178
C -1.22021 -0.08622 1.67486
C -2.50049 0.26246 0.86184
O -2.40983 -0.17381 -0.47571
C -1.25173 0.31458 -1.24798
N -1.46291 0.11577 3.13663
H -1.39343 -2.25711 1.85296
H 0.26229 -1.81612 2.06181
H -0.49724 -1.79310 0.52157
H -0.41604 0.64492 1.59214
H -2.49216 1.35236 0.87433
H -3.48671 0.05359 1.27639
H -1.45782 -0.06780 -2.24769
H -0.29870 0.10398 -0.76271
H -1.53623 1.35529 -1.40322
H -0.71311 -0.40932 3.56343
H -2.28878 -0.41112 3.38246
C 3.77922 0.66740 -1.52893
C 3.77180 0.13573 -2.90881
C 3.61287 1.12719 -4.08312
O 2.44915 1.89520 -3.86804
C 1.97251 2.65867 -5.01444
N 5.02885 -0.58311 -3.10817
H 2.86361 1.10185 -1.12766
H 4.48920 1.48098 -1.38025
H 3.92663 -0.15257 -0.82606
H 2.98880 -0.61625 -2.81113
H 3.62872 0.57094 -5.02037
H 4.42062 1.85902 -4.08999
H 1.09021 3.11935 -4.57012
H 1.64661 2.03988 -5.85050
H 2.70142 3.40816 -5.32274
H 4.91984 -1.11936 -3.95708
H 5.69683 0.13115 -3.36059
C -2.65345 -8.09870 1.50482
C -3.30427 -9.10340 2.08463
C -4.11953 -8.92913 3.21284
C -4.24314 -7.66303 3.78146
C -3.72268 -6.58553 3.13918
C -2.96291 -6.79286 1.94663
H -2.13740 -8.27679 0.57296
H -3.10223 -10.12402 1.79496
H -4.55514 -9.81888 3.64294
H -4.86066 -7.44150 4.63937
H -3.85187 -5.56592 3.47099
H -2.66719 -5.93292 1.36399
C -0.27918 5.91487 -1.35731
C -1.65444 6.05774 -1.18943
C -2.14444 7.23471 -0.58825
C -1.25736 8.12860 -0.05647
C 0.10960 7.90082 -0.15033
C 0.61669 6.78213 -0.79386
H 0.21977 5.04829 -1.76535
H -2.32293 5.36029 -1.67222
H -3.19108 7.46792 -0.45958
H -1.63097 8.96273 0.51889
H 0.83307 8.61273 0.21872
H 1.68155 6.67407 -0.93808
C -2.43595 -4.06609 -4.95793
C -1.88529 -3.53432 -6.13655
C -0.49906 -3.22965 -6.13365
C 0.25947 -3.62190 -5.05658
C -0.31232 -4.10216 -3.85781
C -1.65579 -4.29878 -3.82898
N 1.74084 -3.73363 -5.21508
O 2.32163 -4.32841 -4.34795
O 2.36405 -3.19538 -6.14407
H -3.49762 -4.26365 -4.94361
H -2.44287 -3.17726 -6.98978
H -0.00062 -2.78982 -6.98483
H 0.23945 -4.34018 -2.96043
H -2.16311 -4.64219 -2.93955
C -0.97520 7.37568 4.74211
C -1.36003 6.13385 4.22660
C -2.09073 5.26543 5.05039
C -2.49523 5.69516 6.29355
C -2.15908 6.96171 6.76304
C -1.38394 7.85482 5.98707
N -3.36562 4.85891 7.10397
O -4.17551 4.09933 6.52767
O -3.38404 4.95572 8.31760
H -0.35108 8.01345 4.13373
H -1.05253 5.77338 3.25607
H -2.30402 4.29972 4.61645
H -2.46041 7.25104 7.75897
H -1.07951 8.79502 6.42266
C 10.00367 -3.03013 1.77805
C 9.00677 -2.71048 0.86641
C 7.72966 -3.18628 1.04607
C 7.41803 -4.00245 2.12193
C 8.42152 -4.31742 3.00456
C 9.71825 -3.80926 2.90922
N 6.06040 -4.52033 2.28552
O 5.87820 -5.60752 2.78577
O 5.09985 -3.82887 1.93153
H 10.88630 -2.45854 1.53174
H 9.16886 -2.06862 0.01310
H 6.97097 -2.82744 0.36632
H 8.17987 -4.89089 3.88725
H 10.49066 -3.95405 3.65004
C -4.84186 3.46652 -4.96838
C -4.40554 2.24055 -5.47536
C -3.45920 2.27723 -6.44786
C -3.06932 3.46063 -7.07791
C -3.56159 4.73892 -6.59786
C -4.45466 4.71523 -5.49964
N -2.15684 3.42316 -8.25787
O -1.85918 4.42251 -8.76382
O -1.65291 2.28296 -8.43766
H -5.64509 3.48112 -4.24657
H -4.77911 1.26534 -5.20002
H -3.04767 1.30801 -6.68797
H -3.36564 5.68567 -7.07918
H -4.95733 5.56384 -5.05966